Entry 1:
{"formula": "C3H11N2O", "method": "ωB97M-V with the def2-TZVPD basis set", "species": ["C", "C", "C", "N", "N", "H", "H", "H", "H", "H", "H", "H", "H", "H", "H", "H", "O"], "coordinates": [[-1.806, 0.905, -0.035], [-0.546, 0.137, 0.103], [0.580, 0.511, 0.720], [0.804, 1.882, 1.031], [-0.576, -1.320, -0.255], [-2.593, 0.444, 0.568], [-1.670, 1.953, 0.206], [-2.198, 0.949, -1.062], [1.212, -0.227, 1.182], [0.015, 2.209, 1.574], [1.642, 1.933, 1.595], [-0.995, -1.920, 0.452], [-1.206, -1.450, -1.046], [0.379, -1.618, -0.537], [2.853, -1.618, -0.922], [2.106, -1.161, -2.212], [1.999, -1.609, -1.363]], "atomic_forces_ev_per_a": [[-0.390, -0.100, -1.140], [0.805, -0.609, 0.606], [-1.203, 1.389, 0.180], [0.075, -1.664, 0.380], [-0.831, 0.448, -0.139], [0.045, 0.261, 0.167], [0.060, -0.023, 0.405], [0.161, -0.265, 0.049], [0.771, -0.175, -0.646], [0.098, 0.531, -0.024], [-0.031, 0.416, 0.078], [0.283, -0.102, 0.441], [0.209, 0.070, -0.361], [0.033, -0.094, -0.041], [0.157, 0.021, -0.150], [0.192, -0.078, 0.182], [-0.435, -0.025, 0.015]], "lowdin_charge": [-0.025, -0.289, -0.129, 0.074, 0.213, 0.100, 0.085, 0.095, 0.129, 0.091, 0.090, 0.172, 0.169, 0.105, 0.073, 0.081, -0.033], "e_tot_ev": -8310.2526, "homo_lumo_gap_ha": 0.3605, "homo_energy_ev": -13.0, "total_charge": 1}

---

Entry 2:
{"formula": "C10H11Cl2MoNO2", "method": "ωB97M-V with the def2-TZVPD basis set", "species": ["C", "C", "C", "C", "C", "Mo", "C", "C", "C", "N", "H", "H", "H", "H", "H", "H", "H", "H", "H", "H", "Cl", "C", "Cl", "C", "O", "O", "H"], "coordinates": [[1.756, -1.154, -1.805], [0.348, -1.141, -2.098], [-0.336, -1.808, -1.023], [0.675, -2.232, -0.053], [1.955, -1.845, -0.552], [0.643, 0.088, -0.227], [-0.813, 1.682, -0.757], [0.502, 1.910, -1.198], [1.204, 2.668, -2.058], [2.069, 1.018, 0.111], [-1.402, -2.007, -0.954], [-0.114, -0.759, -3.004], [0.463, -2.778, 0.867], [2.910, -2.073, -0.099], [2.542, -0.797, -2.468], [-1.587, 1.394, -1.483], [2.890, 1.382, 0.627], [-1.199, 2.105, 0.174], [0.742, 3.424, -2.696], [2.277, 2.523, -2.163], [-1.824, 0.077, 4.952], [-2.651, -0.211, 3.403], [-3.696, 1.134, 2.886], [-1.586, -0.438, 2.283], [-1.769, -1.515, 1.680], [-0.722, 0.475, 2.149], [-3.278, -1.124, 3.507]], "atomic_forces_ev_per_a": [[-0.416, -0.538, 0.352], [-0.209, -1.116, 0.346], [0.995, -0.972, -0.268], [-0.316, -0.142, -1.332], [-1.006, -0.348, -0.529], [-2.416, -1.363, 2.528], [0.247, -0.221, -0.512], [-1.214, 3.150, -2.099], [0.054, -0.941, 0.829], [3.037, 2.647, 1.917], [0.348, 0.250, 0.132], [0.131, 0.054, 0.308], [0.049, 0.421, -0.287], [-0.139, 0.263, 0.060], [-0.290, 0.146, 0.376], [0.457, -0.176, 0.292], [-0.390, -0.684, -0.710], [0.309, -0.023, -0.148], [-0.049, -0.124, 0.441], [-0.196, -0.081, -0.090], [-0.299, 0.124, -0.032], [0.172, -0.615, -0.231], [-0.023, -0.005, 0.267], [-0.838, -0.923, 0.294], [0.810, 1.134, -0.091], [0.671, -0.790, -1.742], [0.521, 0.874, -0.072]], "lowdin_spin": [0.000, 0.009, 0.022, 0.017, 0.032, 1.042, 0.028, 0.126, 0.097, 0.558, 0.000, 0.002, 0.003, 0.003, 0.000, 0.008, 0.028, 0.007, 0.007, 0.006, 0.000, -0.001, 0.000, 0.002, 0.000, 0.002, 0.000], "e_tot_ev": -43029.0106, "multiplicity": 3, "homo_lumo_gap_ha": [0.2496, 0.2624], "homo_energy_ev": [-7.7, -9.1], "total_charge": 0}

---

Entry 3:
{"formula": "C4H8O", "method": "ωB97M-V with the def2-TZVPD basis set", "species": ["C", "C", "C", "O", "C", "H", "H", "H", "H", "H", "H", "H", "H"], "coordinates": [[-1.277, -1.478, 0.580], [0.001, -1.037, 0.137], [0.198, 0.456, -0.041], [0.889, 1.148, 0.909], [0.405, 0.910, -1.471], [-1.361, -2.559, 0.639], [-0.775, -1.052, 1.551], [-2.228, -1.030, 0.309], [0.706, -1.783, -0.225], [-0.548, 0.950, 0.752], [1.436, 0.883, -1.837], [-0.194, 0.379, -2.205], [0.214, 1.983, -1.452]], "atomic_forces_ev_per_a": [[1.346, -1.189, -0.565], [-1.560, 0.892, -1.504], [0.253, 0.788, 1.632], [1.620, -0.805, 0.020], [-0.089, 0.405, -0.163], [-0.016, 0.001, 0.201], [-0.541, -0.261, 0.464], [0.263, 0.897, 0.516], [0.602, 0.037, 0.797], [-1.167, -0.309, -1.801], [0.138, -0.565, 0.625], [-0.339, 0.164, 0.001], [-0.509, -0.055, -0.222]], "lowdin_spin": [0.005, 0.025, 0.163, 0.719, 0.015, 0.000, 0.000, 0.001, 0.006, 0.060, 0.005, -0.001, 0.002], "e_tot_ev": -6311.9870, "multiplicity": 2, "homo_lumo_gap_ha": [0.2904, 0.3123], "homo_energy_ev": [-15.1, -15.6], "total_charge": 1}

---

Entry 4:
{"formula": "C37H39AsBClF4I2N2O6Sc", "method": "ωB97M-V with the def2-TZVPD basis set", "species": ["Sc", "C", "C", "O", "C", "C", "C", "C", "C", "C", "O", "H", "H", "H", "H", "H", "H", "H", "O", "Cl", "O", "O", "O", "F", "B", "F", "F", "F", "C", "C", "C", "N", "C", "C", "H", "H", "H", "H", "H", "I", "I", "C", "C", "C", "C", "C", "C", "As", "N", "C", "C", "C", "C", "C", "C", "C", "C", "C", "C", "C", "C", "C", "C", "C", "C", "C", "C", "H", "H", "H", "H", "H", "H", "H", "H", "H", "H", "H", "H", "H", "H", "H", "H", "H", "H", "H", "H", "H", "H", "H", "H", "H", "H", "H"], "coordinates": [[1.189, -1.362, -1.270], [3.072, 0.392, -4.871], [1.921, -0.036, -4.003], [2.225, -0.637, -2.955], [0.559, 0.249, -4.377], [0.285, 0.913, -5.594], [-0.994, 1.188, -5.992], [-2.062, 0.793, -5.165], [-1.841, 0.152, -3.978], [-0.524, -0.139, -3.535], [-0.366, -0.728, -2.400], [3.993, 0.045, -4.409], [3.091, 1.479, -4.967], [2.978, -0.035, -5.869], [1.111, 1.207, -6.228], [-1.183, 1.695, -6.929], [-3.080, 1.000, -5.474], [-2.655, -0.160, -3.337], [-1.429, -4.164, 1.024], [-0.175, -4.098, 0.359], [0.909, -4.436, 1.211], [-0.178, -4.923, -0.826], [-0.001, -2.682, -0.089], [4.840, -1.555, -1.685], [4.354, -2.711, -1.115], [2.877, -2.393, -0.759], [4.282, -3.758, -2.002], [4.946, -3.028, 0.076], [-5.276, -2.569, -1.828], [-4.804, -3.440, -2.797], [-3.431, -3.615, -2.912], [-2.544, -2.989, -2.147], [-3.006, -2.156, -1.218], [-4.359, -1.915, -1.021], [-6.339, -2.406, -1.703], [-5.479, -3.976, -3.451], [-3.023, -4.291, -3.658], [-2.261, -1.656, -0.609], [-4.679, -1.230, -0.246], [0.823, -4.060, -3.209], [1.867, -3.328, -5.557], [-0.892, 6.558, 1.500], [-0.757, 5.062, 1.414], [-0.702, 4.410, 0.191], [-0.568, 3.030, 0.099], [-0.498, 2.427, -1.282], [-0.471, 2.253, 1.272], [-0.385, 0.311, 0.878], [1.293, 0.184, 0.102], [2.396, 0.944, 0.505], [2.567, 1.424, 1.808], [3.682, 2.166, 2.161], [4.678, 2.437, 1.234], [4.539, 1.938, -0.054], [3.419, 1.210, -0.416], [-0.442, -0.662, 2.599], [0.569, -1.427, 3.189], [2.011, -1.461, 2.749], [0.255, -2.220, 4.297], [-1.013, -2.282, 4.838], [-1.319, -3.147, 6.030], [-2.010, -1.521, 4.236], [-1.750, -0.730, 3.130], [-2.899, 0.037, 2.522], [-0.521, 2.902, 2.514], [-0.434, 2.221, 3.860], [-0.666, 4.288, 2.557], [-1.060, 6.994, 0.515], [0.011, 7.009, 1.917], [-1.726, 6.843, 2.144], [-0.765, 4.990, -0.724], [-0.699, 3.186, -2.038], [-1.215, 1.614, -1.408], [0.489, 2.001, -1.472], [1.826, 1.189, 2.556], [3.777, 2.521, 3.181], [5.554, 3.008, 1.514], [5.316, 2.110, -0.790], [3.341, 0.816, -1.421], [2.166, -1.063, 1.755], [2.373, -2.488, 2.755], [2.629, -0.883, 3.440], [1.048, -2.821, 4.732], [-0.481, -3.803, 6.262], [-2.196, -3.770, 5.845], [-1.528, -2.540, 6.914], [-3.023, -1.562, 4.626], [-3.813, -0.143, 3.087], [-3.073, -0.268, 1.486], [-2.717, 1.114, 2.509], [-0.162, 1.174, 3.803], [-1.394, 2.277, 4.381], [0.303, 2.735, 4.480], [-0.699, 4.771, 3.530]], "atomic_forces_ev_per_a": [[-0.238, 0.180, 0.371], [-0.005, -0.002, -0.003], [0.025, 0.005, -0.002], [-0.016, 0.003, -0.008], [-0.022, 0.010, 0.011], [0.007, -0.004, 0.006], [-0.009, 0.002, 0.005], [0.005, 0.002, -0.009], [0.009, -0.012, 0.007], [-0.016, -0.042, -0.052], [0.149, -0.047, 0.062], [0.000, -0.004, 0.001], [-0.002, 0.001, 0.001], [0.003, 0.002, -0.002], [0.003, 0.000, 0.000], [-0.001, 0.000, 0.000], [-0.001, -0.001, 0.000], [-0.001, 0.002, -0.003], [-0.021, 0.002, 0.007], [-0.059, 0.008, 0.016], [0.018, 0.055, 0.016], [0.023, 0.007, 0.008], [0.159, 0.028, -0.128], [0.020, 0.012, 0.000], [-0.024, 0.005, -0.030], [0.001, 0.072, -0.064], [0.004, 0.004, -0.012], [0.005, -0.003, 0.002], [-0.002, -0.003, -0.005], [-0.003, 0.007, -0.005], [-0.001, 0.012, 0.004], [0.001, -0.018, 0.014], [0.001, -0.011, 0.010], [0.001, 0.004, -0.009], [0.000, 0.000, -0.001], [0.000, 0.000, 0.000], [-0.001, -0.003, 0.003], [-0.001, 0.005, -0.015], [-0.003, -0.001, -0.001], [-0.032, -0.074, -0.057], [0.015, -0.002, 0.006], [0.003, -0.006, 0.004], [-0.001, -0.004, 0.001], [0.007, -0.006, -0.007], [0.076, 0.032, -0.020], [0.000, 0.015, -0.014], [0.005, -0.047, -0.010], [0.006, 0.031, -0.045], [0.000, -0.205, 0.016], [0.048, 0.016, -0.045], [-0.009, 0.168, -0.048], [-0.009, 0.011, 0.011], [-0.001, -0.021, -0.010], [0.009, 0.015, 0.004], [-0.029, 0.012, -0.001], [0.009, -0.056, -0.057], [-0.004, -0.006, 0.018], [-0.030, -0.096, -0.045], [0.014, -0.010, 0.000], [0.013, 0.001, 0.002], [0.000, 0.005, -0.009], [0.002, 0.036, -0.020], [-0.043, -0.088, -0.021], [0.012, -0.015, -0.014], [-0.039, -0.012, 0.028], [0.094, 0.013, -0.014], [0.006, 0.013, -0.010], [-0.001, 0.001, 0.000], [0.001, 0.001, -0.002], [0.001, 0.002, 0.001], [-0.006, -0.002, -0.001], [-0.017, 0.007, -0.001], [-0.007, -0.002, 0.009], [-0.020, 0.027, 0.003], [-0.121, 0.071, 0.059], [-0.003, 0.002, -0.006], [-0.001, 0.001, 0.000], [-0.002, -0.004, -0.002], [0.011, 0.000, -0.006], [-0.026, -0.127, 0.064], [0.001, -0.059, 0.014], [-0.003, -0.038, -0.008], [-0.004, -0.003, 0.004], [0.000, 0.001, 0.002], [0.002, -0.001, 0.000], [-0.002, -0.001, -0.002], [0.001, 0.001, -0.001], [0.001, 0.005, 0.006], [0.010, 0.004, 0.013], [0.011, 0.018, -0.007], [0.064, 0.090, 0.014], [-0.007, -0.001, -0.008], [-0.016, 0.011, 0.016], [0.002, -0.001, 0.000]], "lowdin_charge": [0.825, -0.007, -0.384, -0.082, -0.108, -0.039, -0.096, -0.071, 0.002, -0.329, -0.183, 0.096, 0.097, 0.074, 0.105, 0.094, 0.103, 0.112, -0.284, 0.687, -0.273, -0.510, -0.487, 0.148, -1.186, -0.063, 0.134, 0.167, -0.090, -0.081, -0.147, 0.076, -0.153, -0.063, 0.098, 0.094, 0.101, 0.063, 0.094, 0.509, 0.158, -0.058, -0.275, -0.021, -0.268, -0.077, -0.256, 1.356, -0.330, -0.369, -0.066, -0.088, -0.116, -0.090, -0.032, -0.300, -0.255, -0.043, -0.013, -0.268, -0.056, -0.022, -0.304, -0.076, -0.269, -0.056, -0.030, 0.069, 0.078, 0.075, 0.109, 0.080, 0.054, 0.069, 0.081, 0.098, 0.088, 0.099, 0.088, 0.038, 0.087, 0.090, 0.120, 0.071, 0.077, 0.076, 0.113, 0.076, 0.047, 0.065, 0.041, 0.088, 0.083, 0.118], "e_tot_ev": -176084.5255, "homo_lumo_gap_ha": 0.2298, "homo_energy_ev": -5.2, "total_charge": -1}

---

Entry 5:
{"formula": "C2H4S4", "method": "ωB97M-V with the def2-TZVPD basis set", "species": ["S", "C", "S", "C", "S", "S", "H", "H", "H", "H"], "coordinates": [[0.884, -1.760, -0.381], [0.099, -0.604, 0.480], [-1.572, -0.693, 0.965], [0.581, 0.809, 0.768], [0.330, 1.881, -0.767], [0.432, 0.613, -2.403], [-1.660, -2.034, 1.195], [1.581, 0.712, 1.106], [-0.093, 1.284, 1.549], [-0.582, -0.208, -2.510]], "atomic_forces_ev_per_a": [[-0.160, 0.792, 1.139], [0.009, -0.095, -0.454], [-0.547, -0.808, 0.571], [-1.605, -0.467, -0.161], [-0.475, -1.091, -0.038], [1.946, 1.318, -0.378], [0.064, 0.517, -0.467], [1.091, 0.470, 0.046], [1.048, -0.451, -0.929], [-1.370, -0.186, 0.669]], "lowdin_charge": [0.625, -1.305, 0.748, -0.607, 0.428, 0.292, -0.098, 0.055, 0.066, -0.203], "e_tot_ev": -45478.6805, "smiles": "S=C(S)CSS", "homo_lumo_gap_ha": 0.2969, "homo_energy_ev": -8.8, "total_charge": 0}

---

Entry 6:
{"formula": "C3H5BrN2P", "method": "ωB97M-V with the def2-TZVPD basis set", "species": ["P", "C", "N", "C", "Br", "C", "N", "H", "H", "H", "H", "H"], "coordinates": [[1.630, 0.851, 0.077], [0.056, -0.018, -0.257], [-1.171, 0.621, -0.371], [-2.163, -0.251, -0.163], [-3.996, 0.109, 0.090], [-1.465, -1.620, -0.238], [-0.148, -1.339, -0.220], [2.243, 0.817, -1.185], [2.584, -0.204, 0.466], [-1.522, 1.576, -0.285], [-2.043, -2.515, 0.020], [0.510, -2.091, -0.301]], "atomic_forces_ev_per_a": [[1.383, 0.248, 0.279], [0.644, 0.842, -0.768], [0.157, -0.643, 1.638], [1.302, -6.057, -1.116], [1.212, -0.032, -0.331], [-4.582, 4.070, 1.493], [-1.807, 0.474, -0.314], [-0.345, 0.169, -0.448], [-1.406, 0.322, -0.010], [1.570, 0.374, -0.136], [1.032, 0.050, -0.479], [0.841, 0.183, 0.192]], "lowdin_charge": [0.887, -0.529, 0.069, -0.666, 0.848, -0.014, 0.077, -0.101, -0.059, 0.173, 0.135, 0.179], "e_tot_ev": -85495.0875, "smiles": "Pc1[nH]c(Br)c[nH+]1", "homo_lumo_gap_ha": 0.3391, "homo_energy_ev": -13.3, "total_charge": 1}

---

Entry 7:
{"formula": "C2H7N2", "method": "ωB97M-V with the def2-TZVPD basis set", "species": ["C", "C", "N", "N", "H", "H", "H", "H", "H", "H", "H"], "coordinates": [[-0.143, -1.214, -0.207], [0.162, 0.105, -0.043], [1.182, 0.727, -0.386], [-1.035, 1.049, 0.542], [-0.370, -1.826, 0.715], [-1.047, -1.361, -0.728], [0.607, -1.877, -0.833], [1.952, 0.370, -1.005], [0.936, 1.753, -0.454], [-1.528, 0.466, 1.231], [-0.716, 1.808, 1.168]], "atomic_forces_ev_per_a": [[1.203, -6.687, -0.501], [-5.380, 4.403, 3.586], [2.204, 3.473, -2.414], [3.133, -2.917, -0.368], [0.512, 1.009, -0.471], [-1.373, 0.374, -0.817], [-1.050, 1.646, 1.331], [-1.041, 0.233, 1.004], [1.427, -1.161, 0.215], [-0.169, -0.127, -0.717], [0.533, -0.247, -0.849]], "lowdin_charge": [-0.022, -0.336, 0.244, 0.126, 0.148, 0.105, 0.163, 0.197, 0.190, 0.087, 0.097], "e_tot_ev": -5159.7152, "smiles": "CC(N)=[NH2+]", "homo_lumo_gap_ha": 0.4202, "homo_energy_ev": -16.0, "total_charge": 1}

---

Entry 8:
{"formula": "C2H4N2O3", "method": "ωB97M-V with the def2-TZVPD basis set", "species": ["C", "N", "O", "C", "N", "O", "O", "H", "H", "H", "H"], "coordinates": [[1.874, 1.074, -0.059], [0.913, 0.407, -0.507], [0.498, -0.581, 0.443], [-0.695, -1.141, 0.066], [-1.676, 0.105, 0.004], [-2.802, -0.016, -0.369], [-1.244, 1.142, 0.430], [2.417, 1.597, -0.841], [2.203, 0.978, 1.023], [-0.643, -1.683, -0.917], [-0.845, -1.884, 0.727]], "atomic_forces_ev_per_a": [[0.827, -0.389, 1.170], [0.125, -1.609, -0.397], [0.557, 0.619, 0.069], [1.584, 2.706, -3.624], [-0.062, -0.409, 1.245], [-1.147, -1.243, -0.979], [0.506, 0.255, 0.281], [-0.165, 0.600, 0.504], [-0.181, 0.166, -1.489], [-0.381, 1.223, 0.336], [-1.663, -1.920, 2.884]], "lowdin_charge": [-0.013, -0.009, -0.140, -0.077, -0.362, 0.082, 0.075, 0.081, 0.116, 0.151, 0.095], "e_tot_ev": -11255.6500, "smiles": "C=NOC[N+](=O)[O-]", "homo_lumo_gap_ha": 0.4040, "homo_energy_ev": -10.4, "total_charge": 0}